{"formula": "C32H21Cl2FeN7O8", "method": "ωB97M-V/def2-TZVPD", "charge": -2, "de_lowest_kcal_mol": 8.9, "gap_ev": [6.25, 6.24], "largest_force_ha_per_bohr": 0.016, "lumo_energy_ev": [3.857, 3.857], "homo_ev": [-2.397, -2.387], "species": ["Fe", "Cl", "C", "C", "C", "Cl", "C", "C", "C", "C", "N", "C", "C", "O", "H", "H", "H", "H", "O", "C", "O", "C", "C", "C", "C", "C", "C", "O", "N", "O", "O", "N", "O", "O", "H", "H", "N", "C", "N", "N", "C", "N", "H", "H", "H", "H", "C", "C", "C", "C", "C", "C", "C", "C", "C", "C", "C", "C", "C", "C", "H", "H", "H", "H", "H", "H", "H", "H", "H", "H", "H"], "coordinates": [[-0.572, -0.137, -0.146], [4.305, 0.760, -2.013], [3.772, -0.057, -0.557], [4.762, -0.525, 0.310], [4.435, -1.177, 1.464], [5.708, -1.778, 2.507], [3.077, -1.368, 1.818], [2.633, -2.042, 2.977], [1.292, -2.172, 3.207], [0.381, -1.604, 2.301], [0.770, -0.957, 1.231], [2.089, -0.856, 0.953], [2.399, -0.223, -0.327], [1.455, 0.136, -1.091], [5.801, -0.372, 0.050], [3.362, -2.455, 3.661], [0.918, -2.692, 4.078], [-0.684, -1.667, 2.479], [-2.139, -3.950, -0.806], [-1.908, -2.857, -0.276], [-0.960, -2.078, -0.577], [-2.856, -2.438, 0.861], [-3.762, -3.379, 1.276], [-4.640, -3.146, 2.342], [-4.589, -1.954, 3.044], [-3.669, -1.012, 2.658], [-2.814, -1.140, 1.500], [-2.140, -0.156, 1.102], [-3.587, 0.182, 3.493], [-4.626, 0.595, 4.006], [-2.501, 0.692, 3.672], [-5.583, -4.153, 2.745], [-5.623, -5.207, 2.123], [-6.317, -3.924, 3.705], [-3.771, -4.320, 0.744], [-5.238, -1.771, 3.886], [1.463, 1.328, -3.588], [0.470, 1.533, -4.447], [0.789, 2.123, -5.654], [-0.790, 1.208, -4.277], [-1.078, 0.683, -3.098], [-1.370, 0.228, -2.080], [2.411, 1.505, -3.866], [1.362, 0.802, -2.699], [1.583, 2.742, -5.643], [-0.022, 2.493, -6.123], [1.589, 5.963, 3.060], [0.454, 5.858, 2.266], [0.072, 4.640, 1.724], [0.820, 3.477, 1.949], [1.949, 3.602, 2.771], [2.333, 4.817, 3.314], [0.490, 2.141, 1.413], [-0.210, 1.786, 0.320], [-0.747, 2.808, -0.593], [0.096, 3.552, -1.427], [-0.416, 4.454, -2.348], [-1.787, 4.646, -2.458], [-2.637, 3.909, -1.638], [-2.127, 2.996, -0.730], [1.881, 6.917, 3.483], [-0.153, 6.736, 2.072], [-0.829, 4.586, 1.128], [2.535, 2.711, 2.976], [3.217, 4.870, 3.940], [0.925, 1.345, 2.016], [1.167, 3.408, -1.338], [0.263, 5.017, -2.982], [-2.190, 5.348, -3.179], [-3.711, 4.037, -1.720], [-2.790, 2.401, -0.113]], "forces_ev_per_a": [[0.7, -0.4, -0.2], [0.0, 0.0, 0.0], [0.0, 0.0, -0.1], [0.0, 0.0, 0.0], [0.0, 0.0, 0.0], [0.0, 0.0, 0.0], [0.0, 0.0, 0.1], [0.0, 0.0, 0.0], [0.1, 0.0, 0.0], [0.0, 0.0, 0.2], [-0.4, 0.2, 0.0], [0.0, -0.1, -0.3], [0.0, 0.1, 0.3], [-0.3, -0.4, -0.2], [0.0, 0.0, 0.0], [0.0, 0.0, 0.0], [0.0, 0.0, 0.0], [0.1, 0.0, 0.0], [0.1, -0.1, 0.1], [-0.2, 0.1, -0.1], [0.2, 0.0, 0.0], [0.1, -0.1, 0.0], [0.0, 0.0, 0.0], [-0.1, 0.0, 0.0], [0.1, 0.0, 0.0], [-0.1, 0.1, 0.1], [-0.1, 0.0, -0.2], [0.0, -0.1, 0.0], [0.0, 0.1, -0.1], [0.0, 0.0, 0.0], [-0.1, -0.1, 0.1], [0.0, 0.0, 0.0], [0.0, 0.0, 0.0], [0.0, 0.0, 0.0], [0.0, 0.0, 0.0], [0.0, 0.0, 0.0], [0.0, -0.2, 0.0], [0.0, 0.0, -0.1], [0.0, 0.0, 0.0], [0.1, 0.1, 0.0], [-0.2, -0.1, -0.1], [0.1, 0.3, 0.4], [0.0, 0.0, 0.0], [0.0, 0.2, 0.0], [0.0, 0.0, 0.0], [0.0, 0.0, 0.0], [0.0, 0.0, 0.0], [0.0, 0.0, 0.0], [0.0, 0.0, 0.0], [0.0, 0.0, 0.0], [0.0, 0.0, 0.0], [0.0, 0.0, 0.0], [0.0, 0.0, 0.0], [-0.2, 0.1, 0.3], [0.1, 0.0, -0.1], [0.0, 0.0, 0.0], [0.0, 0.0, 0.0], [0.0, 0.0, 0.0], [0.0, 0.0, 0.0], [0.0, 0.0, 0.0], [0.0, 0.0, 0.0], [0.0, 0.0, 0.0], [0.0, 0.0, 0.0], [0.0, 0.0, 0.0], [0.0, 0.0, 0.0], [0.0, 0.1, 0.1], [0.0, 0.0, 0.0], [0.0, 0.0, 0.0], [0.0, 0.0, 0.0], [0.0, 0.0, 0.0], [0.0, 0.0, 0.0]]}

---

{"formula": "C32H22BaN6O11S3", "method": "ωB97M-V/def2-TZVPD", "charge": -2, "de_lowest_kcal_mol": 19.4, "gap_ev": 5.35, "largest_force_ha_per_bohr": 0.043, "lumo_energy_ev": 3.442, "homo_ev": -1.905, "species": ["Ba", "O", "C", "O", "C", "C", "C", "C", "C", "N", "C", "O", "O", "H", "H", "H", "H", "C", "C", "C", "C", "C", "C", "C", "C", "C", "S", "C", "N", "H", "H", "H", "H", "H", "H", "H", "H", "C", "C", "N", "C", "C", "S", "C", "C", "S", "C", "N", "C", "H", "H", "H", "H", "H", "H", "H", "H", "O", "C", "O", "C", "C", "C", "C", "C", "C", "O", "N", "O", "O", "N", "O", "O", "H", "H"], "coordinates": [[-0.167, 0.248, -0.008], [3.293, 3.776, 1.494], [2.319, 3.038, 0.896], [1.259, 2.874, 1.432], [2.737, 2.519, -0.426], [3.970, 2.839, -0.974], [4.257, 2.323, -2.230], [3.302, 1.562, -2.876], [2.082, 1.299, -2.244], [1.839, 1.751, -1.031], [0.996, 0.530, -3.041], [1.236, 0.463, -4.255], [0.023, 0.080, -2.397], [2.920, 4.072, 2.340], [4.669, 3.464, -0.438], [5.213, 2.525, -2.696], [3.451, 1.154, -3.865], [-2.991, -1.754, -1.031], [-3.743, -0.480, -1.291], [-5.081, -0.543, -1.752], [-5.738, 0.618, -2.033], [-5.077, 1.854, -1.869], [-5.715, 3.070, -2.191], [-5.025, 4.246, -2.029], [-3.720, 4.242, -1.540], [-3.037, 3.074, -1.189], [-1.454, 3.183, -0.547], [-3.739, 1.828, -1.378], [-3.123, 0.662, -1.096], [-3.545, -2.617, -1.397], [-2.789, -1.895, 0.035], [-2.026, -1.725, -1.545], [-5.552, -1.510, -1.881], [-6.763, 0.616, -2.394], [-6.734, 3.048, -2.566], [-5.489, 5.195, -2.278], [-3.198, 5.182, -1.415], [3.830, -0.597, 1.491], [2.937, -0.255, 2.629], [1.752, 0.241, 2.513], [1.187, 0.522, 3.725], [1.958, 0.200, 4.808], [3.453, -0.453, 4.282], [-0.120, 1.141, 3.837], [-0.551, 1.799, 4.957], [-2.149, 2.370, 4.710], [-2.127, 1.692, 3.109], [-1.020, 1.101, 2.815], [-3.263, 1.823, 2.172], [3.255, -0.592, 0.563], [4.260, -1.593, 1.614], [4.652, 0.120, 1.419], [1.701, 0.280, 5.852], [-0.007, 1.987, 5.869], [-4.134, 2.262, 2.654], [-3.523, 0.841, 1.775], [-2.941, 2.451, 1.330], [-0.939, -3.872, 1.810], [-0.348, -3.051, 1.089], [-0.583, -1.809, 1.022], [0.771, -3.595, 0.184], [0.844, -4.951, 0.077], [1.815, -5.588, -0.721], [2.759, -4.838, -1.401], [2.733, -3.466, -1.273], [1.723, -2.736, -0.508], [1.702, -1.487, -0.464], [3.773, -2.761, -1.946], [4.306, -3.304, -2.919], [4.142, -1.678, -1.521], [1.859, -6.993, -0.813], [2.745, -7.518, -1.488], [1.050, -7.654, -0.172], [0.124, -5.534, 0.634], [3.512, -5.311, -2.007]], "forces_ev_per_a": [[-1.0, 1.6, 1.2], [0.2, 0.1, 0.1], [-0.1, 0.3, 0.6], [-0.1, -0.1, -0.2], [0.4, 0.0, -0.1], [-0.2, 0.0, 0.1], [-0.1, -0.1, -0.1], [0.2, 0.0, 0.0], [0.3, 0.0, -0.6], [0.0, 0.2, -0.1], [0.5, 0.0, -0.7], [-0.2, 0.0, 0.2], [0.0, 0.0, -1.0], [0.0, -0.1, -0.2], [0.0, 0.0, 0.0], [0.0, 0.0, 0.0], [0.0, 0.0, 0.0], [0.1, 0.1, 0.1], [0.0, 0.0, 0.0], [-0.1, 0.2, 0.0], [0.1, -0.2, 0.1], [0.1, 0.0, 0.0], [-0.1, 0.2, 0.0], [-0.2, -0.1, -0.1], [0.1, -0.2, 0.1], [-0.1, 0.4, -0.1], [0.4, 0.1, 0.2], [-0.6, 0.4, -0.2], [0.3, -0.6, 0.1], [0.0, 0.0, 0.0], [0.0, 0.0, -0.1], [-0.1, 0.0, 0.0], [0.0, 0.0, 0.0], [0.0, 0.0, 0.0], [0.0, 0.0, 0.0], [0.0, 0.0, 0.0], [0.1, 0.0, 0.0], [0.1, 0.0, -0.1], [0.3, -0.1, 0.1], [-0.1, 0.1, -0.3], [0.6, -0.3, 0.7], [0.0, 0.0, -0.2], [-0.2, 0.1, -0.1], [-0.4, 0.5, 0.6], [0.0, 0.0, -0.2], [0.1, -0.1, -0.1], [-0.1, 0.1, 0.2], [0.1, -0.2, -0.3], [-0.2, 0.0, -0.1], [0.1, 0.0, 0.1], [0.0, 0.0, 0.0], [0.0, 0.0, 0.0], [0.0, 0.0, 0.0], [0.0, 0.0, -0.1], [-0.1, 0.0, 0.0], [0.0, 0.0, 0.0], [0.0, -0.1, 0.1], [0.2, 0.3, -0.3], [0.0, -0.5, 0.3], [-0.4, -1.4, 0.7], [-0.2, 0.1, 0.2], [0.1, -0.1, -0.1], [-0.1, 0.8, 0.0], [-0.3, 0.1, 0.1], [-0.5, -0.2, 0.4], [0.2, 0.0, 0.0], [0.2, -0.6, -0.1], [0.8, 0.2, -0.5], [-0.1, 0.2, 0.2], [0.0, -0.1, 0.0], [0.3, -0.8, 0.3], [-0.1, 0.0, -0.1], [-0.2, -0.1, -0.1], [0.0, 0.0, 0.0], [0.0, 0.0, 0.0]]}

---

{"formula": "C32H22Co2NO7P", "method": "ωB97M-V/def2-TZVPD", "charge": -2, "de_lowest_kcal_mol": 35.4, "gap_ev": 3.70, "largest_force_ha_per_bohr": 0.107, "lumo_energy_ev": 4.371, "homo_ev": 0.670, "species": ["N", "O", "O", "O", "C", "Co", "C", "O", "C", "O", "C", "C", "C", "C", "C", "C", "C", "C", "C", "Co", "C", "O", "C", "O", "P", "C", "C", "C", "C", "C", "C", "C", "C", "C", "C", "C", "C", "C", "C", "C", "C", "C", "C", "H", "H", "H", "H", "H", "H", "H", "H", "H", "H", "H", "H", "H", "H", "H", "H", "H", "H", "H", "H", "H", "H"], "coordinates": [[-3.542, 1.774, -2.830], [-3.189, 2.431, -1.751], [-4.129, 2.421, -3.679], [-4.684, 0.657, -0.463], [-3.532, 0.716, -0.583], [-1.667, 0.416, -0.558], [-0.840, 1.768, -1.409], [-0.420, 2.726, -1.918], [-1.668, 1.011, 1.081], [-1.874, 1.529, 2.103], [-1.245, -1.199, -1.265], [-1.995, -0.413, -2.110], [-2.748, -0.254, -3.245], [-2.243, 0.318, -4.482], [-3.107, 0.363, -5.601], [-2.852, 1.232, -6.639], [-1.650, 1.961, -6.647], [-0.701, 1.778, -5.633], [-0.966, 0.905, -4.584], [0.537, -0.653, -0.725], [1.591, 0.452, -1.533], [2.395, 1.116, -2.056], [1.130, -2.248, -1.017], [1.514, -3.335, -1.176], [1.009, -0.500, 1.295], [1.272, 1.089, 2.161], [1.776, 1.110, 3.473], [1.987, 2.328, 4.131], [1.720, 3.524, 3.465], [1.312, 3.515, 2.132], [1.070, 2.297, 1.489], [-0.133, -1.401, 2.401], [-0.735, -0.840, 3.538], [-1.622, -1.590, 4.317], [-1.935, -2.898, 3.962], [-1.379, -3.460, 2.812], [-0.470, -2.718, 2.047], [2.625, -1.285, 1.687], [2.775, -2.366, 2.565], [4.039, -2.940, 2.760], [5.153, -2.428, 2.096], [5.011, -1.344, 1.230], [3.753, -0.769, 1.027], [-1.481, -2.231, -0.999], [-3.745, -0.743, -3.268], [-4.041, -0.192, -5.520], [-3.581, 1.336, -7.445], [-1.444, 2.645, -7.479], [0.233, 2.342, -5.637], [-0.237, 0.696, -3.805], [1.979, 0.169, 3.991], [2.358, 2.327, 5.160], [1.841, 4.469, 3.981], [1.159, 4.446, 1.583], [0.729, 2.284, 0.447], [-0.489, 0.176, 3.844], [-2.066, -1.135, 5.207], [-2.616, -3.484, 4.567], [-1.631, -4.473, 2.494], [-0.007, -3.171, 1.161], [1.915, -2.755, 3.116], [4.139, -3.787, 3.439], [6.127, -2.884, 2.232], [5.871, -0.931, 0.702], [3.643, 0.100, 0.366]], "forces_ev_per_a": [[-1.4, 3.2, 2.0], [-1.2, -0.1, -1.9], [0.2, 0.0, 0.0], [1.8, -0.1, -0.2], [-0.5, 0.1, 0.8], [-2.9, 3.3, 3.3], [0.9, 2.9, -1.3], [-0.5, -1.8, 1.0], [-0.3, -0.1, 1.8], [0.2, -0.2, -0.9], [1.3, -1.8, -1.5], [0.7, -3.3, -1.5], [0.4, -2.1, -1.4], [0.3, -2.3, -0.1], [-0.1, 0.5, 0.5], [0.4, -0.2, -0.1], [0.1, 0.2, -0.4], [-0.3, -0.2, -0.2], [-0.3, 0.3, 0.0], [0.5, -0.3, 0.2], [0.5, 0.6, -1.0], [-0.1, -0.2, 0.3], [0.0, 0.0, 0.0], [-0.1, 0.2, 0.0], [-0.1, -0.3, -0.3], [0.5, 0.3, 0.5], [-0.1, 0.5, 0.0], [-0.1, -0.4, -0.2], [0.1, -0.1, -0.2], [-0.1, -0.3, 0.0], [0.2, 0.1, 0.0], [-0.3, -0.2, 0.7], [0.1, -0.4, 0.2], [0.2, 0.1, -0.1], [0.0, 0.0, -0.2], [0.5, 0.3, -0.2], [-0.2, -0.1, 0.1], [0.2, -0.1, 0.4], [0.5, 0.1, -0.1], [-0.2, 0.2, -0.1], [-0.2, -0.1, 0.0], [-0.4, 0.3, 0.0], [0.2, -0.2, 0.2], [-0.3, 0.0, -0.8], [0.0, 1.7, 0.2], [0.1, 0.2, -0.2], [0.3, 0.0, 0.1], [-0.1, -0.1, 0.4], [-0.2, -0.2, -0.1], [-0.1, 0.3, 0.0], [0.0, 0.3, -0.2], [-0.2, 0.1, -0.3], [0.1, 0.0, 0.0], [0.0, -0.2, 0.2], [0.2, -0.1, 0.5], [-0.2, -0.3, -0.2], [0.1, -0.2, -0.3], [-0.1, 0.0, 0.0], [0.0, 0.2, 0.2], [-0.3, 0.3, 0.3], [0.3, 0.1, -0.3], [0.0, 0.2, -0.1], [0.0, 0.0, 0.0], [-0.1, -0.1, 0.2], [0.0, -0.4, 0.2]]}